w.
Formula: C17H22N2O5S
Source: the OMol25 dataset
Level of theory: the ωB97M-V functional and the def2-TZVPD basis

Geometry (Å):
C: -3.179 -0.848 -2.602
C: -2.261 0.365 -2.573
H: -2.805 1.264 -2.269
H: -1.806 0.524 -3.555
O: -1.224 0.196 -1.605
C: -0.052 -0.329 -2.048
O: 0.145 -0.577 -3.212
C: 0.916 -0.540 -0.973
C: 0.652 -0.464 0.392
N: -0.550 -0.171 0.973
C: -0.726 -0.131 2.323
O: 0.169 -0.363 3.105
C: -2.155 0.200 2.719
N: -2.792 1.010 1.699
C: -4.245 0.982 1.755
C: -4.792 1.767 0.562
O: -4.336 3.098 0.566
C: -2.929 3.147 0.556
C: -2.336 2.393 1.746
H: -1.247 2.415 1.690
H: -2.653 2.883 2.682
H: -2.659 4.203 0.594
H: -2.543 2.706 -0.376
H: -5.881 1.817 0.599
H: -4.481 1.268 -0.368
H: -4.585 -0.054 1.696
H: -4.625 1.429 2.689
H: -2.693 -0.750 2.806
H: -2.146 0.671 3.714
H: -1.334 0.078 0.375
S: 2.015 -0.812 1.376
C: 2.982 -1.065 -0.055
C: 2.273 -0.888 -1.216
C: 2.925 -1.042 -2.548
C: 4.431 -0.825 -2.418
C: 5.013 -1.717 -1.326
C: 4.377 -1.455 0.028
O: 4.975 -1.593 1.073
H: 6.092 -1.585 -1.236
H: 4.825 -2.768 -1.568
H: 4.919 -1.039 -3.370
H: 4.624 0.221 -2.168
H: 2.487 -0.346 -3.262
H: 2.721 -2.050 -2.922
H: -2.620 -1.727 -2.915
H: -3.600 -1.032 -1.616
H: -3.987 -0.677 -3.307

As for the HOMO energy: -0.311 hartree. The SMILES is CCOC(=O)c1c(NC(=O)CN2CCOCC2)sc2c1CCCC2=O. The value obtained for the frontier orbital gap is 8.75 eV.

x.
Formula: C17H22N2O5S
Source: the OMol25 dataset
Level of theory: the ωB97M-V functional and the def2-TZVPD basis

Geometry (Å):
C: -6.482 -2.012 1.049
C: -6.279 -1.709 -0.433
O: -5.729 -0.428 -0.658
C: -4.404 -0.210 -0.423
C: -3.461 -1.174 -0.094
C: -2.133 -0.826 0.094
C: -1.694 0.487 -0.051
C: -2.651 1.452 -0.372
C: -3.973 1.111 -0.548
H: -4.704 1.865 -0.792
H: -2.368 2.487 -0.445
N: -0.352 0.849 0.103
S: 0.124 2.434 0.375
O: -0.851 3.104 1.182
O: 1.460 2.366 0.900
C: 0.197 3.227 -1.245
H: 0.848 2.619 -1.862
H: -0.796 3.291 -1.665
H: 0.616 4.213 -1.088
C: 0.691 -0.150 0.254
C: 0.895 -0.514 1.723
H: 1.576 -1.356 1.828
H: 1.269 0.350 2.267
H: -0.064 -0.792 2.158
C: 1.933 0.373 -0.483
O: 1.825 0.800 -1.619
N: 3.117 0.208 0.127
H: 3.137 0.032 1.118
C: 4.339 0.747 -0.446
C: 5.453 -0.237 -0.323
C: 5.992 -1.118 -1.214
C: 7.010 -1.815 -0.519
C: 7.010 -1.311 0.743
O: 6.073 -0.358 0.873
H: 7.606 -1.534 1.605
H: 7.648 -2.582 -0.908
H: 5.702 -1.248 -2.237
H: 4.133 0.954 -1.497
H: 4.603 1.679 0.066
H: 0.387 -1.036 -0.319
H: -1.449 -1.615 0.362
H: -3.734 -2.211 0.025
H: -7.248 -1.679 -0.940
H: -5.666 -2.484 -0.909
H: -6.950 -2.986 1.165
H: -5.533 -2.009 1.579
H: -7.124 -1.255 1.494

As for the HOMO energy: -0.291 hartree. The SMILES is CCOc1ccc(N([C@H](C)C(=O)NCc2ccco2)S(C)(=O)=O)cc1. The value obtained for the frontier orbital gap is 8.65 eV.

Of them, w has the highest stability.

w.
Formula: CH4BrOP
Source: the OMol25 dataset
Level of theory: the ωB97M-V functional and the def2-TZVPD basis

Geometry (Å):
C: -0.634 -0.069 0.127
O: -1.474 0.697 -0.546
P: -0.728 -1.747 -0.097
Br: 2.643 -0.210 0.200
H: 0.273 0.295 0.630
H: -1.446 1.716 -0.452
H: 3.240 1.053 0.970
H: -1.874 -1.734 -0.834

As for the HOMO energy: -0.308 hartree. The SMILES is [H]/P=C\O.Br. The value obtained for the frontier orbital gap is 8.43 eV.

x.
Formula: CH4BrOP
Source: the OMol25 dataset
Level of theory: the ωB97M-V functional and the def2-TZVPD basis

Geometry (Å):
C: 0.235 -0.883 0.122
O: -0.381 1.391 0.342
P: -1.037 0.241 -0.564
Br: 2.123 -0.348 -0.097
H: -0.017 -0.825 1.106
H: -0.866 1.677 1.128
H: -0.412 0.578 -1.673
H: 0.355 -1.831 -0.363

As for the HOMO energy: -0.345 hartree. The SMILES is OPCBr. The value obtained for the frontier orbital gap is 10.00 eV.

Of them, x has the highest stability.